<A>
Here is 2 unconnected molecules or ions with the total composition C3H3BrF2 from OMol25. Energies are from the ωB97M-V functional and the def2-TZVPD basis.

The HOMO energy (alpha / beta) is -9.203 / -9.203 eV. As for the spin multiplicity: 1. As for the orbital gap (alpha / beta): 0.333 / 0.333 hartree. As for the charge: 0.

XYZ file:
```
9
C3H3BrF2 the ωB97M-V functional and the def2-TZVPD basis
C 1.39 0.50 -0.70
C 1.08 -0.08 0.41
C -1.34 -0.44 0.43
F 1.52 -0.60 1.54
F -1.91 -0.07 1.62
Br -2.06 0.53 -1.08
H 2.33 0.85 -1.26
H 0.46 0.75 -1.27
H -1.47 -1.45 0.31
```

Atomic partial charges in e from the natural (NBO) method, atoms 1 to 4: -0.6095, 0.4890, 0.0898, -0.2958

---

<B>
Here is C3H3BrF2 in the gas phase from OMol25. Energies are from the ωB97M-V functional and the def2-TZVPD basis.

The HOMO energy is -9.142 eV. As for the spin multiplicity: 1. As for the orbital gap: 0.366 hartree. As for the charge: 0.

XYZ file:
```
9
C3H3BrF2 the ωB97M-V functional and the def2-TZVPD basis
C 1.72 -0.33 0.00
C 2.16 -1.62 -0.02
C 0.24 -0.04 -0.11
F 3.37 -2.10 -0.26
F 1.27 -2.62 0.09
Br 2.85 1.11 0.05
H 0.16 1.12 -0.29
H -0.02 -0.53 -1.04
H -0.49 -0.34 0.67
```

Atomic partial charges in e from the natural (NBO) method, atoms 1 to 4: -0.2861, 0.7196, -0.6480, -0.2899

---

Stability ranking, top entry: <B>; the second entry is 3.673 eV less favorable.

---

<A>
Here is a molecular structure, C20H30N3O5PRe from OMol25. Energies are from the ωB97M-V functional and the def2-TZVPD basis.

The HOMO energy (alpha / beta) is -21.673 / -21.773 eV. As for the spin multiplicity: 4. As for the orbital gap (alpha / beta): 0.313 / 0.209 hartree. As for the charge: +4.

XYZ file:
```
60
C20H30N3O5PRe the ωB97M-V functional and the def2-TZVPD basis
N 1.27 1.98 -1.49
C 0.95 3.09 -1.45
C 0.85 4.53 -1.33
H -0.22 4.82 -1.41
H 1.44 5.01 -2.14
H 1.27 4.81 -0.34
N 2.59 -1.53 -1.75
C 3.45 -2.18 -2.20
C 4.61 -2.99 -2.04
H 5.43 -2.63 -2.68
H 4.36 -4.04 -2.24
H 4.85 -2.83 -0.99
N -1.82 -0.79 -1.05
C -2.59 -1.64 -1.22
C -3.70 -2.57 -1.32
H -3.50 -3.46 -0.67
H -3.85 -2.91 -2.37
H -4.60 -2.03 -0.98
Re 0.95 -0.66 -1.71
C 0.61 -1.93 -0.30
O 0.58 -2.67 0.62
C 1.81 -0.02 -0.06
O 2.48 0.26 0.87
C 1.15 0.85 -3.77
C -0.23 0.92 -3.58
C -0.98 -0.25 -3.47
C -0.35 -1.51 -3.44
C 1.02 -1.57 -3.71
C 1.77 -0.38 -3.83
H 1.77 1.74 -3.86
H -0.72 1.88 -3.50
H -2.05 -0.18 -3.45
H -0.92 -2.44 -3.37
H 1.46 -2.55 -3.75
H 2.85 -0.37 -3.89
C 0.31 3.85 2.62
C 0.98 2.55 2.30
O 0.26 1.65 1.38
P -1.15 0.95 1.46
O -1.68 1.46 2.92
C -1.08 0.92 4.16
C -0.03 -0.17 4.19
O -1.28 -0.71 1.67
C -2.61 -1.18 2.03
C -2.74 -2.67 2.37
H 0.18 4.49 1.75
H 0.98 4.36 3.32
H -0.65 3.68 3.11
H 1.94 2.74 1.82
H 1.19 1.96 3.19
H -0.69 1.84 4.62
H -1.99 0.56 4.66
H 0.92 0.05 3.67
H 0.23 -0.27 5.26
H -0.39 -1.16 3.87
H -2.98 -0.59 2.89
H -3.25 -1.00 1.17
H -2.42 -3.34 1.56
H -2.23 -2.91 3.32
H -3.82 -2.83 2.54
```

Atomic partial charges in e from the natural (NBO) method, atoms 1 to 4: -0.5264, 0.5346, -0.7626, 0.3047

---

<B>
Here is a molecular structure, C20H30N3O5PRe from OMol25. Energies are from the ωB97M-V functional and the def2-TZVPD basis.

The HOMO energy (alpha / beta) is -21.040 / -21.017 eV. As for the spin multiplicity: 4. As for the orbital gap (alpha / beta): 0.245 / 0.138 hartree. As for the charge: +4.

XYZ file:
```
60
C20H30N3O5PRe the ωB97M-V functional and the def2-TZVPD basis
N -0.15 1.43 -2.97
C -0.37 0.77 -3.91
C -0.64 0.01 -5.11
H -0.24 -1.00 -4.98
H -0.16 0.47 -5.98
H -1.72 -0.02 -5.29
N 1.74 3.57 0.48
C 1.73 4.61 1.00
C 1.67 5.89 1.65
H 2.01 6.68 0.96
H 2.32 5.88 2.55
H 0.64 6.12 1.94
N 1.39 -2.41 0.47
C 2.16 -2.56 1.35
C 3.01 -2.97 2.45
H 2.67 -2.51 3.39
H 4.04 -2.66 2.29
H 2.99 -4.06 2.54
Re 1.93 1.49 -0.29
C 1.62 0.85 1.52
O 1.61 0.43 2.63
C -0.10 1.93 -0.42
O -1.21 2.28 -0.38
C 2.97 1.69 -2.14
C 2.90 0.31 -1.93
C 3.34 -0.23 -0.74
C 3.72 0.62 0.31
C 3.99 1.98 0.04
C 3.63 2.50 -1.21
H 2.50 2.11 -3.02
H 2.52 -0.34 -2.70
H 3.32 -1.30 -0.58
H 3.87 0.22 1.31
H 4.44 2.57 0.83
H 3.77 3.55 -1.46
C -3.57 -0.94 -2.57
C -3.21 0.02 -1.48
O -2.07 -0.36 -0.68
P -1.74 -1.93 -0.26
O -3.22 -2.60 -0.03
C -4.23 -2.06 0.88
C -3.86 -0.82 1.63
O -1.29 -1.75 1.29
C -1.01 -2.93 2.10
C -0.75 -2.34 3.46
H -2.79 -1.01 -3.32
H -4.49 -0.60 -3.04
H -3.71 -1.94 -2.17
H -2.92 0.98 -1.93
H -4.08 0.22 -0.83
H -5.12 -1.89 0.26
H -4.49 -2.89 1.55
H -3.50 -0.04 0.97
H -4.73 -0.40 2.13
H -3.09 -1.02 2.38
H -1.85 -3.64 2.05
H -0.13 -3.43 1.67
H 0.06 -1.61 3.36
H -1.67 -1.84 3.80
H -0.46 -3.10 4.19
```

Atomic partial charges in e from the natural (NBO) method, atoms 1 to 4: -0.5215, 0.4634, -0.7638, 0.2843

---

Stability ranking, top entry: <B>; the second entry is 0.910 eV less favorable.

---

<A>
Here is a gas-phase ion, C5H13N4 (charge +1) from OMol25. Energies are from the ωB97M-V functional and the def2-TZVPD basis.

The HOMO energy is -12.768 eV. As for the spin multiplicity: 1. As for the orbital gap: 0.353 hartree. As for the charge: +1.

XYZ file:
```
22
C5H13N4 the ωB97M-V functional and the def2-TZVPD basis
C -1.51 0.34 -1.95
C -0.80 0.94 -0.31
C -0.16 -0.42 -0.02
C 1.31 -0.53 -0.67
C 0.88 -0.52 2.28
N -1.55 -1.00 -1.76
N -0.96 -1.40 -0.79
N 0.11 2.03 -0.24
N -0.19 -1.01 1.36
H -2.43 0.71 -2.38
H -0.69 0.50 -2.62
H -1.62 1.10 0.33
H 1.41 0.15 -1.46
H 1.52 -1.51 -0.97
H 2.12 -0.14 -0.02
H 1.81 -0.47 1.81
H 0.58 0.43 2.78
H 1.01 -1.30 3.17
H 0.65 2.25 -1.10
H -0.43 2.84 -0.09
H -1.19 -1.07 1.63
H 0.16 -1.95 1.04
```

Atomic partial charges in e from the natural (NBO) method, atoms 1 to 4: -0.2923, -0.0560, 0.1750, -0.6370

---

<B>
Here is a gas-phase ion, C5H13N4 (charge +1) from OMol25. Energies are from the ωB97M-V functional and the def2-TZVPD basis.

The HOMO energy (alpha / beta) is -12.812 / -13.181 eV. As for the spin multiplicity: 1. As for the orbital gap (alpha / beta): 0.274 / 0.295 hartree. As for the charge: +1.

XYZ file:
```
22
C5H13N4 the ωB97M-V functional and the def2-TZVPD basis
C -0.27 -0.82 1.00
C 1.87 -0.07 0.28
C -0.84 0.35 -0.07
C -2.08 1.04 0.59
C -1.00 -0.06 -1.52
N 2.46 -1.19 -1.62
N 2.05 -1.11 -0.47
N 0.24 1.23 -0.01
N 1.03 -0.37 1.47
H -1.00 -0.76 1.86
H -0.25 -1.74 0.50
H 2.73 0.76 0.35
H -2.86 0.39 0.28
H -2.03 2.13 0.22
H -1.98 1.22 1.71
H -1.48 0.79 -2.21
H -1.77 -0.85 -1.68
H -0.08 -0.35 -2.02
H 2.71 -2.20 -1.78
H 0.20 1.83 -0.81
H 0.89 0.68 1.70
H 1.47 -0.91 2.21
```

Atomic partial charges in e from the natural (NBO) method, atoms 1 to 4: -0.2550, 0.1746, 0.0971, -0.6152

---

Stability ranking, top entry: <A>; the second entry is 2.568 eV less favorable.

---

<A>
Here is a gas-phase ion, C2HO3PS (charge -2) from OMol25. Energies are from the ωB97M-V functional and the def2-TZVPD basis.

The HOMO energy is 0.809 eV. As for the spin multiplicity: 1. As for the orbital gap: 0.147 hartree. As for the charge: -2.

XYZ file:
```
8
C2HO3PS the ωB97M-V functional and the def2-TZVPD basis
C 1.12 -1.41 0.83
C 0.93 -0.32 0.44
O 0.53 -3.93 1.59
O 2.91 -2.93 2.08
O 2.28 -3.55 -0.25
P 1.75 -3.15 1.12
S 0.72 1.39 -0.04
H 1.20 2.06 0.94
```

Atomic partial charges in e from the natural (NBO) method, atoms 1 to 4: -0.2733, -0.3767, -1.2403, -1.2405

---

<B>
Here is 2 unconnected molecules or ions with the total composition C2HO3PS from OMol25. Energies are from the ωB97M-V functional and the def2-TZVPD basis.

The HOMO energy is -0.211 eV. As for the spin multiplicity: 1. As for the orbital gap: 0.189 hartree. As for the charge: -2.

XYZ file:
```
8
C2HO3PS the ωB97M-V functional and the def2-TZVPD basis
C 0.12 1.75 -1.17
C 0.29 1.20 -0.11
O -0.03 1.70 -4.27
O -0.47 4.00 -3.24
O -2.25 2.15 -3.08
P -0.83 2.55 -3.33
S 0.59 0.35 1.43
H 0.14 -0.83 0.99
```

Atomic partial charges in e from the natural (NBO) method, atoms 1 to 4: -0.2889, -0.5670, -1.2104, -1.2099

---

Stability ranking, top entry: <A>; the second entry is 0.121 eV less favorable.

---

<A>
Here is 2 unconnected molecules or ions with the total composition C3H7NS2 from OMol25. Energies are from the ωB97M-V functional and the def2-TZVPD basis.

The HOMO energy is -7.622 eV. As for the spin multiplicity: 1. As for the orbital gap: 0.303 hartree. As for the charge: 0.

XYZ file:
```
13
C3H7NS2 the ωB97M-V functional and the def2-TZVPD basis
C 0.19 -1.38 -0.16
C -1.26 1.29 0.06
C 0.07 0.63 0.45
N 1.32 -1.97 0.07
S -1.22 -1.85 -0.86
S 1.54 1.35 -0.24
H -1.52 0.92 -1.05
H -1.24 2.39 0.15
H -2.22 0.95 0.62
H 0.18 0.42 1.54
H 1.93 -1.51 0.80
H 1.32 -2.96 -0.10
H 0.91 1.72 -1.28
```

Atomic partial charges in e from the natural (NBO) method, atoms 1 to 4: 0.1159, -0.6905, -0.3555, -0.8041

---

<B>
Here is C3H7NS2 in the gas phase from OMol25. Energies are from the ωB97M-V functional and the def2-TZVPD basis.

The HOMO energy (alpha / beta) is -8.925 / -8.507 eV. As for the spin multiplicity: 1. As for the orbital gap (alpha / beta): 0.311 / 0.304 hartree. As for the charge: 0.

XYZ file:
```
13
C3H7NS2 the ωB97M-V functional and the def2-TZVPD basis
C -0.61 -1.78 0.57
C -0.94 -1.14 -0.79
C 2.01 1.28 0.77
N -0.19 -1.01 1.67
S 0.71 -0.48 -1.48
S 2.08 -0.43 0.10
H -1.60 -2.07 0.92
H 0.14 -2.57 0.53
H -1.28 -1.85 -1.61
H -1.62 -0.36 -0.93
H 3.00 1.69 0.56
H 1.81 1.28 1.84
H 1.24 1.75 0.23
```

Atomic partial charges in e from the natural (NBO) method, atoms 1 to 4: -0.4173, -0.4989, -0.7260, -0.1385

---

<C>
Here is C3H7NS2 in the gas phase from OMol25. Energies are from the ωB97M-V functional and the def2-TZVPD basis.

The HOMO energy is -8.410 eV. As for the spin multiplicity: 1. As for the orbital gap: 0.337 hartree. As for the charge: 0.

XYZ file:
```
13
C3H7NS2 the ωB97M-V functional and the def2-TZVPD basis
C 1.02 -0.93 2.19
C 0.07 0.24 1.99
C -0.06 0.77 -0.61
H 1.99 -0.50 2.39
H 0.96 -1.54 1.28
H 0.74 -1.45 3.09
H -0.18 0.83 2.87
H -0.87 -0.17 1.70
H -0.10 1.36 -1.55
H -1.53 -2.16 -1.77
N -0.45 -0.39 -0.77
S 0.76 1.38 0.76
S -1.02 -1.01 -2.26
```

Atomic partial charges in e from the natural (NBO) method, atoms 1 to 4: -0.6165, -0.5210, -0.1029, 0.2056

---

<D>
Here is a molecular structure, C3H7NS2 from OMol25. Energies are from the ωB97M-V functional and the def2-TZVPD basis.

The HOMO energy (alpha / beta) is -8.128 / -8.922 eV. As for the spin multiplicity: 1. As for the orbital gap (alpha / beta): 0.237 / 0.300 hartree. As for the charge: 0.

XYZ file:
```
13
C3H7NS2 the ωB97M-V functional and the def2-TZVPD basis
C -1.74 0.57 0.38
C -0.55 1.36 0.00
C -0.92 0.14 -0.83
N -0.17 -1.01 -0.85
S 3.39 -1.08 1.28
S 0.78 -1.43 0.37
H -1.68 -0.06 1.26
H -2.72 0.97 0.19
H -0.67 2.33 -0.46
H 0.34 1.27 0.61
H -1.36 0.32 -1.80
H 4.00 -0.87 0.12
H 1.28 -2.52 -0.25
```

Atomic partial charges in e from the natural (NBO) method, atoms 1 to 4: -0.4098, -0.4104, -0.1092, -0.5706

---

Stability ranking, top entry: <C>; the second entry is 0.865 eV less favorable.